Record 1
ORCA calculation (ωB97M-V with the def2-TZVPD basis set) on a single C5H5NS molecule in a non-equilibrium geometry.

XYZ file:
```
12
Properties=species:S:1:pos:R:3:forces:R:3:mulliken_charge:R:1
C -1.872589 1.885663 -0.005254 -0.639 1.775 1.792 0.1699
C -1.753349 0.696749 -0.219447 -0.441 0.419 -1.407 -0.7989
C -1.409996 -0.685914 -0.571051 0.224 -2.837 0.227 0.2040
N -1.112154 -1.542204 0.617250 0.354 3.526 2.913 -0.5686
C 0.072447 -1.134177 -0.187552 -2.726 1.763 1.358 0.0168
C 0.783974 0.131452 0.376010 0.573 -0.499 -1.513 -0.2629
S 2.338403 0.364399 -0.102882 -1.220 0.226 0.930 -0.2151
H -2.010641 2.947560 0.513451 0.351 -3.039 -1.788 0.3323
H -1.966828 -1.441263 -1.292237 1.023 2.643 0.995 0.3321
H -1.062391 -0.786880 1.464900 -0.616 -2.666 -2.051 0.3277
H 0.415371 -2.084621 -0.596325 1.068 1.101 -0.538 0.3874
H 0.072203 0.967611 0.879333 2.050 -2.412 -0.918 0.0753
```
Forces are in eV/Å.

**DFT total energy**: -17585.604 eV
**E_HOMO**: -8.80 eV
**HOMO-LUMO gap**: 8.3 eV
**LUMO level**: -0.51 eV
**Structure (SMILES)**: C#C[C@@H]1N[C@@H]1C=S

Record 2
ORCA calculation (ωB97M-V with the def2-TZVPD basis set) on a single C6H15N molecule in a non-equilibrium geometry.

XYZ file:
```
22
Properties=species:S:1:pos:R:3:forces:R:3:mulliken_charge:R:1
C -0.019523 -0.687425 -3.241229 0.890 1.506 0.129 -1.2879
C -0.406122 -0.838599 -1.793451 0.504 -0.821 0.960 -0.3567
N 0.379645 -0.008763 -0.863068 -1.077 -0.029 -1.461 -0.2954
C -0.173243 0.122736 0.475875 0.758 -0.462 0.430 0.1788
C -0.135543 -1.166247 1.359139 0.307 0.377 -1.077 -1.4438
C 0.580184 1.300517 1.151831 -1.827 0.095 -0.065 -0.3735
C -0.041805 1.654850 2.501211 0.444 -0.490 0.936 -1.2048
H -0.755180 -1.145652 -3.894213 0.270 -0.186 -0.198 0.3674
H 1.022542 -0.978468 -3.428323 -0.372 -0.736 -0.055 0.3054
H 0.074789 0.386877 -3.460452 -0.624 -0.089 -0.096 0.3376
H -0.252067 -1.885319 -1.500020 -0.288 -0.260 -0.192 0.2405
H -1.465702 -0.659759 -1.658895 -0.252 0.364 0.069 0.3832
H 1.330402 -0.302378 -0.992850 0.543 0.070 0.804 0.2657
H -1.236360 0.303880 0.292546 0.048 0.630 0.231 0.2286
H 0.896789 -1.320359 1.660141 0.142 -0.255 0.235 0.2769
H -0.779536 -1.131727 2.230763 -0.035 0.176 0.100 0.3947
H -0.457105 -2.012043 0.747901 0.053 -0.059 0.101 0.4101
H 1.638707 1.061173 1.213230 0.104 -0.011 0.043 0.3211
H 0.416332 2.166387 0.504314 0.506 -0.111 -0.124 0.2889
H -0.219653 0.768338 3.109339 -0.125 -0.262 -0.130 0.3089
H 0.610753 2.222212 3.175468 -0.071 0.397 -0.497 0.3543
H -1.008306 2.149769 2.410745 0.103 0.156 -0.142 0.2999
```
Forces are in eV/Å.

**DFT total energy**: -7954.990 eV
**E_HOMO**: -8.46 eV
**HOMO-LUMO gap**: 9.6 eV
**LUMO level**: 1.16 eV
**Structure (SMILES)**: CCN[C@@H](C)CC

Record 3
ORCA calculation (ωB97M-V with the def2-TZVPD basis set) on 2 unconnected molecules or ions with the total composition C3H9NS in a non-equilibrium geometry.

XYZ file:
```
14
Properties=species:S:1:pos:R:3:forces:R:3:mulliken_charge:R:1
C -1.893647 0.066803 1.361573 2.383 1.385 -0.520 -0.4090
N -1.047928 1.089521 1.945589 -1.230 -1.357 2.197 -0.3765
H -1.671891 -0.959016 1.654491 0.195 -0.121 0.091 0.2670
H -2.939904 0.206253 1.127269 -0.421 0.347 0.610 0.3387
H -1.541389 1.490829 2.761880 -0.275 0.858 -0.767 0.2107
H -1.212310 0.243401 0.507256 -0.792 -1.608 -2.072 -0.0181
C 1.492691 0.331087 0.489292 -0.565 -0.103 -0.628 -0.6721
C 0.903499 0.516833 -0.913970 0.514 0.019 0.043 -0.6461
S 0.292682 -1.031657 -1.550422 -0.528 0.402 0.214 -0.1227
H 2.366986 -0.327737 0.438810 -0.241 0.160 0.177 0.3301
H 0.668431 -0.125316 1.046030 0.720 -0.086 0.356 0.1594
H 1.716637 1.279426 0.962908 0.227 0.146 0.067 0.2685
H 1.668929 0.909379 -1.626794 -0.597 -0.073 0.315 0.3411
H 0.032449 1.208754 -0.916973 0.610 0.030 -0.083 0.3289
```
Forces are in eV/Å.

**DFT total energy**: -15575.421 eV
**E_HOMO**: -7.63 eV
**HOMO-LUMO gap**: 3.8 eV
**LUMO level**: -3.78 eV

Record 4
ORCA calculation (ωB97M-V with the def2-TZVPD basis set) on a single C4H9NO3 molecule in a non-equilibrium geometry.

XYZ file:
```
17
Properties=species:S:1:pos:R:3:forces:R:3:mulliken_charge:R:1
C 2.484376 -0.051870 -0.675720 -1.673 0.227 -0.329 -1.2502
C 1.152530 -0.498136 0.021043 1.034 -0.777 -2.015 -0.0923
O 1.385544 -0.359387 1.377738 -0.264 0.287 1.376 -0.5898
C -0.059525 0.292290 -0.479888 -1.334 0.008 -2.612 0.5656
N -0.158712 1.686491 -0.066105 1.303 -0.469 0.397 -0.7614
C -1.406372 -0.363310 -0.148573 -0.369 0.179 -0.108 0.0390
O -1.627984 -1.498424 -0.453577 -0.195 -0.503 0.369 -0.5538
O -2.341192 0.462043 0.385746 0.668 -0.610 -0.510 -0.5333
H 2.548959 1.011563 -0.353070 0.833 -0.677 -0.462 0.3010
H 2.379133 -0.146744 -1.773728 -0.131 0.435 0.452 0.3405
H 3.338699 -0.694083 -0.448369 -0.183 0.400 0.618 0.3378
H 0.932252 -1.534350 -0.237014 0.047 -0.168 0.008 0.4797
H 0.895811 -1.024956 1.873947 -0.034 0.111 -0.045 0.3756
H -0.103502 0.267313 -1.694553 0.386 -0.088 2.784 0.3267
H 0.317726 2.162616 -0.822553 0.199 0.832 0.714 0.2956
H 0.371271 1.695780 0.831806 -0.308 0.769 -0.902 0.2614
H -1.926365 1.349726 0.305843 0.024 0.042 0.266 0.4579
```
Forces are in eV/Å.

**DFT total energy**: -11926.468 eV
**E_HOMO**: -9.96 eV
**HOMO-LUMO gap**: 10.5 eV
**LUMO level**: 0.54 eV
**Structure (SMILES)**: C[C@@H](O)[C@H](N)C(=O)O

Record 5
ORCA calculation (ωB97M-V with the def2-TZVPD basis set) on 12 unconnected molecules or ions with the total composition H24O12 in a non-equilibrium geometry.

XYZ file:
```
36
Properties=species:S:1:pos:R:3:forces:R:3:mulliken_charge:R:1
O 1.463905 1.714304 1.856303 -0.059 -0.007 0.734 -0.5832
H 1.847648 1.039396 1.296418 0.129 0.090 -0.082 0.1313
H 1.080372 2.343455 1.245320 -0.135 0.229 -0.252 0.3963
O 3.926273 -1.010278 1.571055 0.192 -0.078 0.035 -0.6414
H 3.257007 -0.484901 1.132549 -0.068 0.183 -0.291 0.3606
H 3.446909 -1.754847 1.934460 -0.053 -0.178 0.139 0.2958
O 2.164347 -0.780828 -2.635278 0.433 -0.235 -0.251 -0.6547
H 2.788020 -1.445648 -2.343251 0.357 -0.002 0.108 0.3147
H 1.321285 -1.233795 -2.652633 -0.407 0.081 -0.288 0.3309
O -3.036610 -0.092631 1.418026 -0.122 0.232 0.424 -0.6735
H -2.602093 -0.942122 1.341914 0.281 -0.256 -0.259 0.2932
H -3.512039 0.008490 0.593419 -0.178 -0.079 -0.215 0.3066
O 0.548509 -0.051852 0.028602 0.287 -0.423 0.287 -0.0344
H 0.023780 -0.570803 -0.580980 -0.322 0.060 -0.302 0.0271
H 0.132291 -0.188139 0.879733 -0.326 0.062 0.389 0.2246
O -1.508598 1.380218 3.461613 -0.147 0.210 0.262 -0.6426
H -1.826795 0.665459 2.910164 -0.221 -0.132 -0.151 0.2927
H -0.579246 1.455029 3.244953 0.470 0.069 -0.078 0.3578
O -0.708051 -1.648953 2.340573 -0.084 0.147 -0.273 -0.5451
H -1.314551 -2.188706 2.847575 -0.180 -0.094 0.327 0.2826
H 0.092337 -2.171369 2.288787 0.262 -0.127 -0.013 0.2194
O 2.331857 1.480881 -1.282360 0.677 1.399 0.389 -0.6743
H 2.346469 0.848279 -2.000578 -0.081 -0.401 -0.165 0.4132
H 1.714005 1.112664 -0.650767 -0.292 -0.284 -0.234 0.2042
O -2.003063 -0.985499 -1.092740 -0.228 -0.174 0.368 -0.5273
H -1.501562 -1.617503 -1.607796 0.218 -0.280 -0.286 0.2560
H -2.248797 -0.305674 -1.720188 0.053 0.464 -0.204 0.2964
O -1.742154 2.128143 0.091839 -0.042 0.197 -0.083 -0.6123
H -1.887337 1.352621 0.633803 -0.052 -0.440 0.439 0.3894
H -2.412267 2.749235 0.377205 -0.076 0.282 0.081 0.2504
O -0.397679 2.177999 -2.210912 -0.121 -0.087 -0.889 -0.6609
H -0.813111 2.080730 -1.354065 -0.297 0.100 0.445 0.3532
H 0.474299 2.522031 -2.017189 0.499 -0.106 -0.033 0.3352
O -0.120328 -2.202696 -2.980399 -0.366 -0.163 0.361 -0.7115
H -0.881452 -2.273992 -3.556450 -0.153 0.132 -0.468 0.3225
H 0.136420 -3.108697 -2.808725 0.157 -0.391 0.029 0.3071
```
Forces are in eV/Å.

**DFT total energy**: -24960.075 eV
**E_HOMO**: -9.91 eV
**HOMO-LUMO gap**: 9.3 eV
**LUMO level**: -0.64 eV
**Structure (SMILES)**: O.O.O.O.O.O.O.O.O.O.O.O

Record 6
ORCA calculation (ωB97M-V with the def2-TZVPD basis set) on a molecular structure, C4H3ClN2O2 in a non-equilibrium geometry.

XYZ file:
```
12
Properties=species:S:1:pos:R:3:forces:R:3:mulliken_charge:R:1
C -0.664538 -0.251876 -0.066839 -0.699 -1.000 -0.525 0.2851
C 0.437190 0.538333 0.065166 -0.363 -2.024 0.210 0.5166
C -1.412577 1.027996 0.075543 0.441 1.575 0.213 0.2562
C 1.895424 0.340216 0.204119 -0.606 0.579 -3.395 -1.0890
N -0.388031 1.820299 0.198889 -0.601 -0.895 -0.187 -0.6282
N -1.147198 -1.663391 -0.341758 3.115 1.761 0.763 0.9387
O -0.248861 -2.479385 -0.377087 0.390 -0.356 -0.080 -0.5916
O -2.299742 -1.898712 -0.486963 -1.683 0.372 -0.138 -0.5806
Cl -3.034876 1.447247 0.147202 -0.033 -0.054 -0.043 -0.1156
H 2.275028 1.059143 0.821544 0.833 1.954 2.111 0.3988
H 2.401520 0.684779 -0.787898 -0.841 -1.101 1.300 0.2746
H 2.186657 -0.624648 0.548077 0.048 -0.809 -0.230 0.3348
```
Forces are in eV/Å.

**DFT total energy**: -23787.702 eV
**E_HOMO (spin up / spin down)**: -9.39 / -9.39 eV
**HOMO-LUMO gap (spin up / spin down)**: 8.1 / 8.1 eV
**LUMO level (spin up / spin down)**: -1.25 / -1.25 eV

ΔE to the lowest compared entry with this formula, charge and spin in kJ/mol, matching the order above: 508.8, 74.9, 666.7, 103.5, 156.2, 443.0